No. 1
Entry from the OMol25 dataset: the molecule C6H5N (ωB97M-V with the def2-TZVPD basis set).

Results
total charge = 0
HOMO-LUMO gap (alpha / beta) = 7.52 / 7.51 eV
LUMO level (alpha / beta) = -0.2 / -0.2 eV
HOMO level (alpha / beta) = -7.75 / -7.75 eV
M = 91.11 g mol⁻¹

XYZ file:
```
12
Properties=species:S:1:pos:R:3:mulliken_charge:R:1
C -0.8485 1.2779 -0.6730 -0.488
C -1.1819 0.0533 -0.0793 -0.281
C 1.7804 1.0799 -0.5717 -0.566
C 0.4838 1.5320 -0.6577 0.106
C 1.5423 -0.1602 -0.1456 -0.225
C -0.1299 -0.7421 0.2246 0.343
N -0.2641 -1.9099 0.8945 -0.482
H -1.6937 1.8914 -1.0104 0.349
H -2.2329 -0.1327 0.0608 0.362
H 2.7750 1.4039 -0.6418 0.424
H -0.8001 -1.8998 1.7342 0.218
H 0.5696 -2.3937 0.8653 0.239
```

***

No. 2
Entry from the OMol25 dataset: the ion C6H5N2O with charge +1 (ωB97M-V with the def2-TZVPD basis set).

Results
SMILES string = N=C=C/C=C\C=C=[N+]=O
total charge = +1
HOMO-LUMO gap (alpha / beta) = 7.02 / 7.02 eV
LUMO level (alpha / beta) = -6.2 / -6.2 eV
HOMO level (alpha / beta) = -13.22 / -13.22 eV
M = 121.12 g mol⁻¹

XYZ file:
```
14
Properties=species:S:1:pos:R:3:mulliken_charge:R:1
N 0.5490 2.9222 0.3486 -0.093
C -0.0293 1.9286 0.5391 0.385
C -0.7337 0.7922 0.8316 -0.462
C -0.5610 -0.5536 0.3329 0.076
C 0.3791 -1.2820 -0.4572 -0.374
C 1.7426 -1.4100 -0.4526 -0.310
C 2.6474 -0.6052 0.1667 0.177
N 3.1918 0.3939 0.4805 0.512
O 3.8489 1.3188 0.8376 -0.542
H 0.6450 3.9289 0.0441 0.372
H -1.7232 1.1044 1.4973 0.298
H -1.4621 -1.1498 0.5059 0.310
H -0.0117 -2.2019 -1.0027 0.254
H 2.1670 -2.0647 -1.1719 0.398
```

***

No. 3
Entry from the OMol25 dataset: a structure of composition C6H5N2O5SSc (ωB97M-V with the def2-TZVPD basis set).

Results
total charge = +2
HOMO-LUMO gap = 5.97 eV
LUMO level = -10.0 eV
HOMO level = -15.98 eV
M = 262.14 g mol⁻¹

XYZ file:
```
20
Properties=species:S:1:pos:R:3:mulliken_charge:R:1
O -0.0975 0.0184 -2.6895 -0.372
C -0.5636 -0.0370 -1.5772 0.145
Sc 0.8624 0.0374 0.1631 -0.075
O 3.3364 -0.0355 -2.1893 -0.033
C 2.5302 -0.0053 -1.3577 0.490
C -1.7977 0.0031 0.3456 0.259
O -2.9519 -0.0435 0.5028 -0.148
C 0.2763 -2.1224 -0.3055 0.512
O -0.1761 -3.1098 -0.6976 -0.095
C 0.2345 2.1802 -0.3484 0.509
O -0.2461 3.1421 -0.7738 -0.085
H -1.8079 -0.0473 -1.5213 0.236
N -0.2437 -1.1521 3.6727 -0.365
C 0.3549 0.0038 3.3312 0.645
N -0.2555 1.1557 3.6887 -0.369
S 1.8488 0.0175 2.4645 -0.284
H -0.9068 -1.1791 4.4482 0.246
H 0.2653 -2.0109 3.5025 0.271
H 0.2482 2.0182 3.5259 0.269
H -0.9135 1.1660 4.4635 0.244
```

***

No. 4
Entry from the OMol25 dataset: the molecule C6H5N3 (ωB97M-V with the def2-TZVPD basis set).

Results
SMILES string = [H]/N=C1\C=Cc2ccnn21
total charge = 0
HOMO-LUMO gap = 8.11 eV
LUMO level = -0.6 eV
HOMO level = -8.73 eV
M = 119.13 g mol⁻¹

XYZ file:
```
14
Properties=species:S:1:pos:R:3:mulliken_charge:R:1
H 1.7856 2.4136 1.2280 0.293
N 2.0204 1.7921 0.1922 -0.665
C 1.2623 0.7453 0.3368 0.724
C 0.4874 0.4036 1.6239 -0.457
C -0.7007 -0.2377 1.4072 -0.316
C -0.5470 -0.7288 0.0214 0.238
C -1.4179 -0.9712 -1.1448 -0.397
C -0.4445 -0.9067 -2.2240 -0.307
N 0.6222 -0.2404 -1.8059 -0.936
N 0.6037 -0.2340 -0.4229 0.517
H 0.9020 0.6426 2.7181 0.275
H -1.4651 -0.2880 2.2416 0.315
H -2.6131 -1.1898 -0.9374 0.244
H -0.4953 -1.2006 -3.2342 0.473
```

***

No. 5
Entry from the OMol25 dataset: the molecule C6H5N3 (ωB97M-V with the def2-TZVPD basis set).

Results
SMILES string = [H]/N=C1/NC=C2C=CN=C21
total charge = 0
HOMO-LUMO gap = 7.72 eV
LUMO level = -0.7 eV
HOMO level = -8.41 eV
M = 119.13 g mol⁻¹

XYZ file:
```
14
Properties=species:S:1:pos:R:3:mulliken_charge:R:1
H 0.7068 2.7119 0.6685 0.286
N 0.9543 2.3855 -0.2441 -0.664
C 0.8028 1.1168 -0.3579 0.091
N 1.1167 0.2355 -1.5153 -0.244
C 0.4841 -0.8998 -1.3937 -0.307
C -0.1823 -1.0145 -0.2372 0.314
C -1.1407 -1.6973 0.4821 -0.965
C -1.4697 -0.8557 1.5070 -0.287
N -0.6997 0.3840 1.5106 -0.650
C -0.1230 0.2580 0.3940 0.700
H 2.2655 0.2557 -2.0000 0.368
H 0.6976 -1.7337 -2.0063 0.436
H -1.3470 -2.6889 0.3575 0.492
H -2.1492 -1.0250 2.3555 0.430
```

***

No. 6
Entry from the OMol25 dataset: the molecule C6H5N3 (ωB97M-V with the def2-TZVPD basis set).

Results
SMILES string = c1cnc2[nH]ccc2n1
total charge = 0
HOMO-LUMO gap = 9.26 eV
LUMO level = 0.5 eV
HOMO level = -8.80 eV
M = 119.13 g mol⁻¹

XYZ file:
```
14
Properties=species:S:1:pos:R:3:mulliken_charge:R:1
C 0.3499 -1.3672 -1.7251 -0.075
C -0.7991 -0.5640 -2.0091 -0.266
N -1.2299 0.3812 -1.1811 -0.627
C -0.5017 0.4956 -0.0843 -0.040
N -0.7121 1.3312 0.9933 -0.033
C 0.2335 1.0265 1.9901 -0.405
C 1.0500 0.0236 1.5764 -0.820
C 0.6133 -0.3264 0.2586 1.189
N 1.0702 -1.2490 -0.6146 -0.696
H 0.7687 -2.0452 -2.4576 0.404
H -1.3511 -0.7647 -2.9549 0.342
H -1.5172 1.9015 1.1197 0.218
H 0.2218 1.5865 2.9153 0.390
H 1.8038 -0.4296 2.1730 0.420
```

***

No. 7
Entry from the OMol25 dataset: the molecule C6H5N3OS (ωB97M-V with the def2-TZVPD basis set).

Results
total charge = 0
HOMO-LUMO gap (alpha / beta) = 6.90 / 6.11 eV
LUMO level (alpha / beta) = 0.5 / -3.3 eV
multiplicity = 3
HOMO level (alpha / beta) = -6.39 / -9.36 eV
M = 167.19 g mol⁻¹

XYZ file:
```
16
Properties=species:S:1:pos:R:3:mulliken_charge:R:1
C -2.3142 2.1647 -2.1817 0.262
C -2.0365 1.1027 -1.7275 -0.617
C 2.1353 -1.2106 0.3799 0.525
C -0.1953 -0.8417 0.8931 -0.584
C -0.8264 0.1912 0.0342 -0.225
C -1.5442 -0.0097 -1.0776 -0.532
N 1.1616 -0.5186 1.1070 0.688
N 1.5458 0.4498 1.9468 -0.574
N 2.7677 0.5785 1.8543 -0.187
O 1.9102 -2.0866 -0.4237 -0.493
S 3.6446 -0.4209 0.9501 0.062
H -2.6082 3.1029 -2.6018 0.412
H -0.2545 -1.7492 0.2448 0.290
H -0.6975 -1.0727 1.9609 0.269
H -0.6287 1.2110 0.1590 0.428
H -2.0598 -0.8907 -1.5178 0.275
```

***

No. 8
Entry from the OMol25 dataset: a structure of composition C6H5N4O (ωB97M-V with the def2-TZVPD basis set).

Results
total charge = +1
HOMO-LUMO gap = 8.03 eV
LUMO level = -5.8 eV
HOMO level = -13.86 eV
M = 149.13 g mol⁻¹

XYZ file:
```
16
Properties=species:S:1:pos:R:3:mulliken_charge:R:1
C -2.4436 -0.0813 -0.4837 0.410
C 1.1300 1.5643 0.2249 -0.015
C -0.3224 -1.1267 0.4033 0.399
C -1.2855 1.3705 0.1189 0.865
C 1.2084 -0.9478 0.2789 -0.554
C -1.1041 -0.7970 -0.7943 -0.239
N -2.5056 1.1653 0.0215 -0.473
N -0.1606 1.7912 0.2552 -0.236
N -2.5291 -1.2389 -0.8890 -0.505
N 1.7203 0.4055 0.1837 -0.097
O -0.8076 -1.4507 1.4541 -0.514
H 1.7500 2.4570 0.2261 0.411
H 1.6385 -1.3963 1.1857 0.366
H 1.5799 -1.5245 -0.5769 0.362
H -0.6064 -0.6206 -1.7403 0.508
H 2.7378 0.4300 0.1319 0.311
```

***

Let's list max |F| in order: 6.575; 3.836; 7.365; 5.876; 7.894; 1.226; 7.105; 2.863 eV/Å.
Let's list energy above the lowest of the compared OMol25 structures with the same formula, charge and spin in order: 5.354; 4.625; 1.050; 4.747; 3.284; 0.000; 5.490; 1.265 eV.